{"formula": "C3H6O2", "method": "ωB97M-V/def2-TZVPD", "relative_energy_kcal_mol": 28.6, "gap_ev": 10.58, "multiplicity": 1, "fmax_ev_per_a": 2.83, "total_charge": 0, "species": ["H", "C", "O", "O", "H", "H", "C", "H", "H", "C", "H"], "xyz": [[-0.170675, 0.398341, 2.041189], [-0.284937, -0.452456, -1.046516], [0.600858, 1.602654, -0.265877], [-1.561650, 0.119245, -1.247994], [-0.359314, -1.493052, -0.718276], [0.281996, -0.411769, -1.984689], [0.430870, 0.398450, -0.011925], [0.321181, -1.191123, 1.424989], [-1.357943, 1.128648, -1.329712], [0.537678, -0.120285, 1.391864], [1.561935, 0.021347, 1.746948]], "forces_ev_per_a": [[0.174, 0.118, -0.124], [0.696, -0.040, -0.538], [0.134, -2.327, 0.295], [0.438, 2.438, -0.021], [-0.329, 0.212, -0.117], [0.116, -0.156, 0.065], [-1.039, 2.629, 0.120], [0.000, 0.141, 0.065], [-0.682, -2.531, 0.130], [0.671, -0.656, -0.056], [-0.179, 0.172, 0.180]]}